DFT (ωB97M-V/def2-TZVPD) results for one molecule with the formula C19H20ClN3O4 in a non-equilibrium geometry.

## Properties
E_HOMO in hartree: -0.30581
Relative energy (zero: lowest compared OMol25 entry of this formula, charge and spin) in eV: 3.624
Gap between HOMO and LUMO in eV: 7.84
SMILES: Cc1ccc(NC(=O)c2ccc(NC[C@H]3CCCO3)c([N+](=O)[O-])c2)cc1Cl

Last column: natural (NBO) charge in e.
Positions of all 47 atoms, in Å:
Cl -3.26489 -1.29359 -2.46568  0.005
O 2.93253 -1.40544 1.44618  -0.541
O 1.76555 3.28974 -2.69426  -0.374
O 2.97018 1.51667 -2.69974  -0.441
O -1.44316 4.09878 1.04967  -0.586
N 2.23340 -0.54995 -1.33588  -0.599
N -2.94454 2.43746 1.00843  -0.639
N 2.01413 2.17427 -2.28188  0.531
C 0.45475 -0.11571 0.23388  -0.297
C -4.51442 0.65264 1.37011  -0.268
C -5.10292 -0.53356 0.97690  -0.172
C -4.73377 -1.17865 -0.19663  -0.063
C -3.52631 1.24228 0.58524  0.234
C -0.68034 2.01266 0.21309  -0.224
C -3.17436 0.63766 -0.61863  -0.283
C 2.52802 -1.89130 -0.91564  -0.235
C 1.17970 1.61751 -1.28316  -0.097
C -3.76225 -0.56006 -0.97998  -0.009
C -1.69634 2.94708 0.76610  0.681
C 3.68574 -0.28302 1.86600  -0.064
C 5.10526 -0.53612 1.36548  -0.426
C 1.32577 0.28449 -0.80520  0.327
C -0.51505 0.71375 0.72350  -0.119
C -5.35606 -2.47204 -0.61383  -0.627
C 4.83061 -1.20743 0.02059  -0.438
C 0.18966 2.45413 -0.75745  -0.097
C 3.51288 -1.96027 0.27389  0.092
H 0.58628 -1.08936 0.67327  0.238
H 0.11463 3.46358 -1.13381  0.263
H 3.69920 -3.02435 0.47845  0.180
H -5.85105 -2.35943 -1.57761  0.228
H 1.60849 -2.41019 -0.63625  0.207
H 3.27360 0.63628 1.42497  0.164
H -4.81575 1.12600 2.29269  0.215
H -3.53813 3.05401 1.55076  0.411
H 2.97791 -2.41468 -1.76232  0.213
H 5.62087 -1.22260 2.03765  0.205
H 2.84323 -0.12880 -2.03373  0.437
H -6.08510 -2.80384 0.11995  0.216
H 5.62717 -1.88044 -0.28721  0.223
H 3.60577 -0.21955 2.95206  0.194
H 4.69420 -0.44990 -0.75127  0.208
H -2.45455 1.09805 -1.27482  0.241
H 5.68442 0.37896 1.27448  0.221
H -5.86509 -0.97714 1.59992  0.215
H -4.59177 -3.23993 -0.72635  0.226
H -1.14809 0.37134 1.52807  0.226